Below is a molecular structure, C27H72O9 at a distorted geometry, with properties calculated with the ωB97M-V functional and the def2-TZVPD basis.

XYZ file:
```
108
Properties=species:S:1:pos:R:3:forces:R:3:lowdin_charge:R:1
C -2.048 -2.552 1.373 -0.2837 -0.1465 3.8047 -0.08
C -2.902 -3.413 0.510 -0.1448 -0.6355 -0.8670 -0.42
C -3.080 -4.907 1.035 2.4906 3.7441 -0.6743 0.00
O -4.196 -2.861 0.563 1.1048 1.2995 3.3288 -0.02
H -2.040 -1.530 1.126 -1.3439 1.3535 0.0006 0.04
H -1.031 -2.623 1.301 2.5290 -0.9880 -0.8429 0.00
H -2.027 -2.711 2.550 -1.2660 0.3230 -2.1455 0.16
H -2.471 -3.300 -0.630 -1.2014 -0.6283 2.6939 0.17
H -3.666 -5.330 0.331 -1.5751 -2.1309 -2.2094 0.05
H -3.526 -4.962 1.964 -1.2302 0.5044 1.9394 0.07
H -2.099 -5.252 1.151 0.6830 -1.3862 -0.0558 0.03
H -4.600 -2.963 -0.229 -2.0222 -0.5239 -3.7270 0.03
C -0.665 4.318 -5.544 -0.2048 2.2158 2.9692 -0.04
C 0.038 3.845 -4.192 -2.5832 -7.1008 -5.7321 -0.42
C -0.857 3.016 -3.320 -1.7538 1.3283 1.8748 -0.08
O 1.052 2.915 -4.730 0.6503 0.1571 1.2363 -0.11
H -0.084 5.204 -5.816 0.4459 -0.8267 -1.3036 0.08
H -1.638 4.826 -5.456 -0.0850 -0.1646 1.0471 0.07
H -0.951 3.527 -6.170 0.8437 -1.0866 -1.3202 0.06
H 0.370 4.628 -3.729 2.5409 4.3847 2.8618 0.07
H -1.490 2.209 -3.751 0.5366 0.8217 -0.5076 0.08
H -1.573 3.920 -3.018 0.8834 -2.3883 0.5356 0.13
H -0.299 2.457 -2.484 -0.7875 1.4413 -0.7520 0.08
H 1.466 2.414 -3.962 -0.4861 1.2705 -0.8388 0.05
C 0.622 -0.569 0.979 -2.0613 3.4064 -0.6899 -0.02
C -0.413 -0.351 -0.184 0.5312 -3.6134 -1.8780 -0.42
C -1.571 0.666 0.030 12.3250 -12.3456 -1.4272 -0.15
O 0.144 0.064 -1.378 1.8258 0.8318 -0.2082 -0.12
H 0.752 0.577 0.914 1.3358 -1.4908 1.7196 0.11
H 1.487 -1.168 0.820 0.7409 -0.1163 -0.8893 0.05
H 0.178 -0.974 1.917 -0.0612 0.9492 -0.5840 0.07
H -0.627 -1.480 -0.555 -1.1061 2.3231 2.3967 0.10
H -2.081 0.378 0.910 9.8750 -9.3692 -2.0956 0.06
H -2.222 0.637 -0.739 -0.5547 -3.5937 -2.7210 0.10
H -1.395 1.704 -0.029 4.1776 -0.4508 0.3569 0.12
H -0.387 -0.227 -2.190 1.2259 1.2101 1.8818 0.03
C 1.524 2.118 5.348 -1.6852 3.4432 1.2913 -0.13
C 1.416 3.002 4.091 0.1362 -2.5177 -0.9382 -0.51
C 0.087 2.671 3.388 2.2182 -4.9166 2.4423 -0.03
O 1.321 4.368 4.313 4.2884 2.6173 0.0324 -0.07
H 1.492 1.015 5.031 -3.0588 3.3936 1.5408 0.06
H 0.747 2.367 6.075 0.0476 0.5004 0.0708 0.10
H 2.625 2.482 5.736 -2.7752 -1.1412 0.0858 0.17
H 2.393 2.726 3.486 -2.1774 0.7609 0.5589 0.15
H -0.018 1.589 3.053 0.4547 0.8049 0.8087 0.09
H 0.088 3.115 2.529 -0.5518 3.3601 -4.9590 0.01
H -0.731 2.847 4.002 -1.4357 0.8069 1.1124 0.07
H 2.306 4.775 4.199 -3.7088 -1.3235 0.5998 0.18
C -5.110 1.077 0.664 -5.1735 4.0058 -1.2256 -0.04
C -4.171 2.129 0.972 0.4223 0.9260 -1.0715 -0.48
C -2.801 1.759 0.514 -12.7097 12.3496 4.3364 -0.22
O -4.532 3.410 0.513 0.7199 -0.4052 -1.9496 0.02
H -5.342 1.130 -0.350 0.2243 -0.7031 -2.3416 0.07
H -6.190 1.309 0.984 1.2881 0.2063 0.3349 0.12
H -5.015 0.173 1.027 1.4203 -4.7415 1.6113 0.03
H -4.080 2.122 1.982 0.2376 0.5694 3.5761 0.11
H -2.752 1.777 -0.559 -2.6417 2.0515 0.6948 0.13
H -2.587 0.848 1.027 -9.6552 8.7447 2.2399 0.03
H -2.213 2.553 0.959 0.0508 0.3999 0.2873 0.14
H -5.037 3.843 1.151 -1.4086 1.0815 1.5293 0.06
C 4.235 1.189 -3.244 1.4642 -0.9802 7.1915 -0.01
C 3.768 2.171 -2.151 -1.9820 0.4066 -3.5783 -0.39
C 4.186 3.538 -2.538 -0.3031 1.1099 -1.2388 -0.07
O 2.288 2.107 -2.308 -0.0133 -1.8691 1.2408 -0.13
H 5.280 1.038 -3.227 1.0529 -0.4483 -0.3071 0.08
H 3.833 1.454 -4.065 -2.1509 2.5621 -6.1559 0.01
H 3.641 0.356 -2.993 0.1265 -2.0399 0.3056 0.07
H 4.059 2.125 -1.163 0.4975 -1.5686 2.2422 0.11
H 4.014 4.310 -1.853 -0.1741 0.7794 1.9942 0.06
H 3.536 3.929 -3.311 0.2580 -0.3722 -1.0596 0.09
H 5.240 3.612 -2.783 0.0966 -0.2012 -0.3732 0.09
H 1.932 1.156 -2.102 0.8626 2.3653 -0.0685 0.11
C 1.912 -1.810 4.672 1.5942 0.3795 -3.5882 -0.05
C 3.215 -0.965 4.623 -2.0193 0.7076 2.0367 -0.40
C 2.911 0.524 4.373 5.8594 -1.8211 -2.1862 -0.18
O 3.599 -1.041 6.081 1.8572 -0.4648 -2.1029 -0.09
H 1.067 -1.279 5.053 -0.1980 0.0613 1.3725 0.07
H 2.109 -2.853 4.952 -0.5072 0.4722 0.1681 0.09
H 1.654 -1.736 3.600 -0.3006 -0.9833 -0.1175 0.05
H 3.988 -1.205 3.837 -0.5938 -0.8295 1.3303 0.14
H 2.600 1.102 5.267 3.0953 -3.2493 -1.6860 -0.03
H 2.413 0.761 3.326 0.7953 -0.6198 2.3494 0.13
H 3.988 0.912 4.356 -0.9099 -0.0865 -0.8490 0.12
H 4.256 -1.769 6.064 -0.4826 0.6174 0.5685 0.09
C -0.281 -2.365 -2.671 0.8268 -1.9808 -0.5957 -0.09
C -0.505 -1.555 -3.913 -2.6166 0.3735 -1.5703 -0.39
C -2.083 -1.563 -4.353 -1.4823 0.8810 -0.7191 -0.06
O -0.092 -0.221 -3.574 -1.8517 -1.6831 -0.9964 -0.07
H 0.781 -2.296 -2.739 1.3549 0.8033 1.6337 0.07
H -0.180 -3.459 -2.968 -1.7177 0.7944 0.6444 0.12
H -0.753 -2.063 -1.631 0.7658 -1.2666 -2.9416 0.08
H 0.185 -1.927 -4.733 -1.1565 0.2231 0.7330 0.16
H -2.510 -2.616 -4.638 1.0633 1.8515 0.7991 0.09
H -2.384 -0.877 -5.236 1.2650 -1.1700 0.8620 0.07
H -2.842 -1.039 -3.606 1.9689 -1.4718 -0.6168 0.10
H 0.402 0.207 -4.224 1.0338 1.1716 -1.9067 0.09
C -0.438 -4.577 -0.047 8.9846 -7.2430 0.1110 -0.06
C 1.042 -4.323 -0.372 -0.0310 1.2288 0.3818 -0.43
C 1.928 -4.213 0.911 0.0925 0.6441 -1.2675 -0.02
O 1.476 -5.372 -1.205 0.4889 -0.3629 -0.1837 -0.02
H -0.975 -4.494 -0.808 -4.5348 0.4129 -6.4008 0.01
H -0.649 -4.025 0.642 -2.5278 6.1249 6.9916 -0.06
H -0.513 -5.567 0.440 0.3238 0.0018 -0.8813 0.13
H 1.087 -3.407 -1.016 0.1627 -0.3141 1.0994 0.11
H 3.032 -4.031 0.842 -0.7459 -1.3475 -0.7239 0.10
H 1.575 -5.033 1.494 0.6501 -0.8036 0.8336 0.07
H 1.763 -3.324 1.469 -1.2667 0.9516 0.5672 0.02
H 1.570 -4.870 -2.002 0.5039 -0.5988 -1.1864 0.06
```
Positions in Å, forces in eV/Å.

net charge	0
electronic energy	-1747.90625	hartree
HOMO level	-7.04	eV
Kohn-Sham gap	7.31	eV